## w
DFT (wB97M-V/def2-TZVPD) results for one molecule with the formula C9H10ClNO2.

## Properties
SMILES string = C=C1C=CC=C[C@H]1O/[N+]([O-])=C(/C)Cl
2S+1 = 1
HOMO level = -8.40 eV

Structure (XYZ):
```
23
C9H10ClNO2 (wB97M-V/def2-TZVPD)
C -1.143 -1.408 0.075
C -0.237 -0.927 -0.816
C -0.520 -0.532 -2.223
C 0.459 -0.030 -3.010
C 1.871 0.060 -2.659
C 2.126 0.018 -1.350
C 1.160 -0.495 -0.371
O 1.196 0.687 0.524
N 0.376 0.505 1.646
O 0.714 -0.334 2.473
C -0.796 1.084 1.697
C -1.516 0.859 3.047
Cl -1.288 2.214 0.559
H -2.079 -1.677 -0.229
H -0.884 -1.654 1.090
H -1.609 -0.528 -2.299
H 0.143 0.369 -3.968
H 2.370 0.386 -3.547
H 3.159 0.364 -0.958
H 1.422 -1.408 0.288
H -0.888 1.068 3.915
H -2.253 1.500 3.075
H -1.782 -0.122 3.041
```


## x
DFT (wB97M-V/def2-TZVPD) results for one molecule with the formula C9H10ClNO2.

## Properties
SMILES string = [O-]\[N+]1=C(CCl)/C=C\C=C/C=C/CO1
2S+1 = 1
HOMO level = -8.82 eV

Structure (XYZ):
```
23
C9H10ClNO2 (wB97M-V/def2-TZVPD)
O -0.341 0.975 1.878
N -0.949 0.899 0.817
C -1.489 -0.167 0.300
C -2.330 -0.124 -0.915
Cl -4.050 -0.489 -0.478
C -1.035 -1.438 0.893
C 0.167 -2.022 0.782
C 1.447 -1.845 0.079
C 2.308 -0.855 -0.215
C 2.123 0.584 -0.027
C 1.094 1.163 -0.643
C 0.393 2.440 -0.285
O -0.968 2.095 0.025
H -2.040 -0.892 -1.633
H -2.331 0.867 -1.366
H -1.785 -1.965 1.473
H 0.209 -2.974 1.307
H 1.845 -2.833 -0.145
H 3.270 -1.161 -0.615
H 2.752 1.096 0.686
H 0.549 0.575 -1.375
H 0.301 3.140 -1.118
H 0.861 2.930 0.574
```


The structure with the greatest stability is x.


## w
DFT (wB97M-V/def2-TZVPD) results for one molecule with the formula C19H28N2O3S2.

## Properties
SMILES string = CSC1(C(=O)N2C[C@H]3CSC[C@@]3(C)C2)CN(C(=O)[C@@H]2CC3(CC3)CO2)C1
2S+1 = 1
HOMO level = -8.75 eV

Structure (XYZ):
```
54
C19H28N2O3S2 (wB97M-V/def2-TZVPD)
C -2.675 2.259 2.002
S -1.926 0.645 1.714
C -0.257 1.149 1.214
C -0.325 2.086 0.025
O -0.243 3.293 0.195
N -0.517 1.551 -1.201
C -0.758 0.147 -1.532
C -1.655 0.260 -2.760
C -3.107 0.557 -2.370
S -3.762 1.809 -3.527
C -2.187 2.007 -4.414
C -1.090 1.485 -3.493
C 0.174 1.151 -4.280
C -0.773 2.442 -2.336
C 0.615 1.654 2.386
N 1.231 0.328 2.435
C 2.342 0.034 3.161
O 2.817 0.861 3.917
C 2.921 -1.385 3.119
C 2.947 -2.129 1.776
C 1.769 -3.096 1.870
C 0.952 -3.509 0.684
C 1.880 -4.494 1.344
C 1.128 -2.815 3.216
O 2.158 -2.220 3.993
C 0.657 -0.100 1.158
H -3.659 2.072 2.426
H -2.083 2.833 2.714
H -2.775 2.830 1.081
H 0.174 -0.374 -1.770
H -1.246 -0.373 -0.709
H -1.600 -0.632 -3.386
H -3.719 -0.342 -2.396
H -3.158 0.965 -1.359
H -2.197 1.438 -5.345
H -2.055 3.060 -4.662
H 0.551 2.037 -4.794
H 0.970 0.792 -3.624
H -0.024 0.382 -5.029
H -1.613 3.101 -2.102
H 0.093 3.071 -2.547
H 1.308 2.445 2.095
H 0.096 1.941 3.299
H 3.912 -1.288 3.558
H 2.885 -1.458 0.919
H 3.885 -2.677 1.689
H -0.113 -3.646 0.829
H 1.232 -3.121 -0.287
H 2.788 -4.762 0.819
H 1.440 -5.291 1.929
H 0.273 -2.132 3.131
H 0.801 -3.715 3.736
H 0.151 -1.064 1.165
H 1.367 -0.060 0.326
```


## x
DFT (wB97M-V/def2-TZVPD) results for one molecule with the formula C19H28N2O3S2.

## Properties
SMILES string = CSC1(C(=O)N2C[C@H]3CSC[C@@]3(C)C2)CN(C(=O)[C@@H]2CC3(CC3)CO2)C1
2S+1 = 1
HOMO level = -8.72 eV

Structure (XYZ):
```
54
C19H28N2O3S2 (wB97M-V/def2-TZVPD)
C 4.082 0.160 -1.410
S 2.843 1.092 -0.488
C 1.622 -0.213 -0.182
C 1.282 -0.935 -1.475
O 1.777 -2.026 -1.710
N 0.468 -0.318 -2.359
C -0.150 0.997 -2.259
C -0.108 1.487 -3.702
C 1.269 2.069 -4.084
S 1.942 1.118 -5.486
C 0.336 0.376 -5.864
C -0.379 0.207 -4.526
C -1.873 -0.034 -4.719
C 0.258 -0.913 -3.677
C 1.985 -1.165 0.983
N 1.002 -0.460 1.814
C 0.339 -1.018 2.859
O 0.721 -2.038 3.398
C -0.879 -0.248 3.365
C -0.700 0.150 4.844
C -2.005 -0.311 5.458
C -2.310 -0.227 6.914
C -3.037 0.665 5.935
C -2.394 -1.488 4.604
O -2.026 -1.089 3.283
C 0.470 0.333 0.702
H 4.933 0.827 -1.536
H 4.396 -0.721 -0.854
H 3.709 -0.138 -2.389
H -1.184 0.917 -1.907
H 0.401 1.648 -1.584
H -0.885 2.231 -3.886
H 1.178 3.118 -4.361
H 1.975 1.996 -3.256
H -0.241 1.022 -6.528
H 0.497 -0.578 -6.368
H -2.048 -0.959 -5.271
H -2.383 -0.124 -3.758
H -2.333 0.786 -5.274
H 1.219 -1.239 -4.076
H -0.393 -1.788 -3.610
H 1.718 -2.204 0.796
H 3.008 -1.100 1.348
H -1.073 0.626 2.738
H 0.137 -0.401 5.276
H -0.524 1.218 4.966
H -2.864 -1.040 7.364
H -1.571 0.225 7.562
H -2.782 1.717 5.929
H -4.077 0.448 5.729
H -1.840 -2.388 4.890
H -3.464 -1.700 4.606
H 0.476 1.413 0.865
H -0.523 0.016 0.372
```


The structure with the greatest stability is x.


## w
DFT (wB97M-V/def2-TZVPD) results for a 2-piece molecular cluster, C2H3ClN2 overall.

## Properties
SMILES string = [H]/N=C\C#N.Cl
2S+1 = 1
HOMO level = -11.45 eV

Structure (XYZ):
```
8
C2H3ClN2 (wB97M-V/def2-TZVPD)
H 1.215 -0.888 1.524
N 0.390 -1.257 1.053
C 0.389 -1.145 -0.199
C 1.432 -0.552 -0.975
N 2.310 -0.064 -1.525
H -0.468 -1.521 -0.752
Cl -2.567 3.247 0.091
H -2.700 2.179 0.782
```


## x
DFT (wB97M-V/def2-TZVPD) results for one molecule with the formula C2H3ClN2.

## Properties
SMILES string = C=N/N=C/Cl
2S+1 = 1
HOMO level = -9.19 eV

Structure (XYZ):
```
8
C2H3ClN2 (wB97M-V/def2-TZVPD)
C -0.321 -1.489 0.464
N 0.016 -0.781 -0.496
N 0.746 0.242 -0.494
C 0.141 1.350 -0.455
Cl 1.131 2.746 -0.521
H -0.904 -2.475 0.304
H 0.057 -1.066 1.434
H -0.866 1.474 -0.237
```


The structure with the greatest stability is w.